DFT (ωB97M-V/def2-TZVPD) results for a cluster of 11 separate species, C4H29N2O12 in total at a distorted geometry.

Output
net charge	-1
ΔE to the lowest compared entry with this formula, charge and spin	10.5	kcal per mole
frontier orbital gap	9.7	eV

Structure (XYZ):
```
47
Properties=species:S:1:pos:R:3:nbo_charge:R:1
C -0.904 -0.949 0.449 -0.249
N -1.226 0.474 0.319 -0.681
C -0.184 1.149 -0.401 0.891
O -0.581 2.095 -1.160 -0.846
O 1.019 0.846 -0.276 -0.811
C -1.398 -1.450 1.841 -0.042
C -0.606 -0.692 2.935 -0.631
N -0.919 -2.893 1.991 -0.876
H -1.457 -1.501 -0.352 0.204
H 0.179 -1.134 0.402 0.224
H -2.135 0.687 -0.077 0.388
H -2.481 -1.431 1.998 0.186
H 0.373 -0.467 2.509 0.209
H -1.195 0.227 3.101 0.218
H -0.364 -1.204 3.847 0.203
H -1.200 -3.153 2.919 0.349
H 0.083 -3.010 1.984 0.367
H 2.824 -2.493 0.795 0.464
H 3.723 -2.023 1.887 0.487
O 3.475 -2.837 1.416 -0.964
H 0.813 2.970 -1.384 0.502
H 2.299 3.545 -1.212 0.454
O 1.412 3.774 -1.497 -1.005
H -4.031 3.064 -1.100 0.485
H -2.983 2.038 -0.968 0.464
O -3.939 2.135 -0.858 -0.955
H -2.363 -3.621 0.511 0.502
H -3.691 -2.875 0.202 0.465
O -3.001 -3.397 -0.218 -0.975
H 2.762 0.250 -0.244 0.494
H 2.946 -0.441 -1.640 0.492
O 3.399 -0.156 -0.843 -0.984
H 4.058 2.170 -1.940 0.466
H 4.378 1.418 -0.660 0.485
O 4.768 2.054 -1.300 -0.966
H 4.226 0.160 1.981 0.485
H 2.689 0.145 1.561 0.490
O 3.347 -0.161 2.191 -0.961
H -1.561 -1.671 -3.338 0.493
H -2.371 -2.540 -2.322 0.477
O -2.274 -2.337 -3.260 -0.982
H -1.635 3.468 -0.936 0.501
H -1.679 4.497 0.243 0.469
O -2.090 4.263 -0.589 -0.997
H -0.896 0.009 -2.142 0.470
H -0.845 0.983 -3.265 0.499
O -0.765 0.015 -3.101 -0.959
```

DFT (ωB97M-V/def2-TZVPD) results for an isolated molecule of C19H24ClN5O5S2 at a distorted geometry.

Output
ΔE to the lowest compared entry with this formula, charge and spin	0.0	kcal per mole
SMILES	CCc1nnc(NC(=O)CCC(=O)N2CCN(S(=O)(=O)c3cc(Cl)ccc3OC)CC2)s1
frontier orbital gap	9.0	eV

Structure (XYZ):
```
56
Properties=species:S:1:pos:R:3:nbo_charge:R:1
C 7.708 0.037 -0.064 -0.594
C 6.659 -0.654 0.808 -0.453
C 5.285 -0.324 0.362 0.078
N 4.424 0.326 1.050 -0.254
N 3.255 0.517 0.454 -0.331
C 3.190 0.008 -0.728 0.248
N 2.121 0.042 -1.571 -0.637
C 0.928 0.720 -1.445 0.722
O 0.065 0.535 -2.274 -0.618
C 0.828 1.691 -0.306 -0.522
C -0.408 2.585 -0.435 -0.478
C -1.619 1.964 0.244 0.703
O -1.574 1.751 1.447 -0.666
N -2.752 1.768 -0.465 -0.433
C -2.893 1.634 -1.894 -0.226
C -3.063 0.148 -2.259 -0.230
N -3.819 -0.549 -1.246 -0.687
S -3.297 -2.038 -0.762 2.340
O -4.281 -2.567 0.132 -0.929
O -2.994 -2.770 -1.958 -0.945
C -1.730 -1.836 0.104 -0.317
C -0.602 -2.318 -0.522 -0.213
C 0.617 -2.255 0.133 -0.084
Cl 2.015 -2.952 -0.602 -0.005
C 0.711 -1.668 1.384 -0.198
C -0.427 -1.193 2.009 -0.279
C -1.677 -1.297 1.392 0.332
O -2.842 -0.935 1.947 -0.492
C -2.839 -0.453 3.278 -0.266
C -4.699 0.238 -0.431 -0.239
C -3.967 1.409 0.251 -0.241
S 4.680 -0.792 -1.228 0.305
H 7.586 1.116 -0.018 0.214
H 7.610 -0.281 -1.100 0.205
H 8.705 -0.216 0.285 0.217
H 6.757 -0.334 1.846 0.240
H 6.800 -1.736 0.758 0.221
H 2.166 -0.579 -2.372 0.426
H 1.741 2.289 -0.280 0.251
H 0.792 1.137 0.635 0.280
H -0.580 2.836 -1.478 0.218
H -0.222 3.509 0.118 0.242
H -2.026 2.016 -2.425 0.239
H -3.778 2.203 -2.200 0.192
H -3.568 0.061 -3.229 0.199
H -2.084 -0.326 -2.339 0.242
H -0.709 -2.760 -1.500 0.266
H 1.667 -1.591 1.878 0.240
H -0.335 -0.739 2.981 0.236
H -2.295 0.493 3.342 0.212
H -2.407 -1.186 3.964 0.182
H -3.886 -0.297 3.532 0.202
H -5.513 0.614 -1.063 0.191
H -5.117 -0.443 0.309 0.258
H -3.679 1.151 1.268 0.249
H -4.624 2.287 0.283 0.190
```

DFT (ωB97M-V/def2-TZVPD) results for the ion C9H17BrN4 with charge +2 at a distorted geometry.

Output
net charge	+2
ΔE to the lowest compared entry with this formula, charge and spin	99.2	kcal per mole
SMILES	C=C/N=C(N)\[NH+]=C(\Br)[NH+]1CCCCC1
frontier orbital gap (spin up / spin down)	7.7 / 7.7	eV

Structure (XYZ):
```
31
Properties=species:S:1:pos:R:3:nbo_charge:R:1
C -1.767 0.492 2.017 -0.263
C -1.369 1.757 1.564 0.150
N -1.935 2.365 0.568 -0.387
C -2.531 1.799 -0.444 0.674
N -3.442 2.279 -1.262 -0.702
N -1.862 0.601 -0.865 -0.726
C -1.205 -0.425 -0.158 0.359
Br -2.374 -2.096 -0.128 0.164
N 0.220 -0.751 -0.350 -0.503
C 1.119 0.474 -0.439 -0.200
C 2.355 0.035 -1.169 -0.422
C 3.168 -0.897 -0.212 -0.428
C 2.236 -2.062 0.304 -0.451
C 0.905 -1.516 0.785 -0.173
H -1.341 -0.030 2.860 0.262
H -2.684 0.171 1.717 0.222
H -0.651 2.273 1.995 0.221
H -4.105 2.906 -0.857 0.454
H -3.484 2.013 -2.232 0.444
H -1.900 0.256 -1.809 0.432
H 0.189 -1.407 -1.274 0.480
H 1.170 0.942 0.498 0.230
H 0.654 1.168 -0.979 0.216
H 2.908 0.849 -1.315 0.249
H 2.279 -0.597 -2.139 0.245
H 4.063 -1.272 -0.748 0.260
H 3.717 -0.548 0.667 0.247
H 1.980 -2.916 -0.273 0.233
H 2.625 -2.599 1.129 0.268
H 0.148 -2.382 0.988 0.243
H 0.915 -0.885 1.561 0.204
```